1) The following is a quantum chemistry calculation of a 2-piece molecular cluster, C2H3BrO2 overall, from the Open Molecules 2025 dataset.

Positions of all 8 atoms, in Å:
C1 -0.394 0.147 -0.983
C2 0.236 -0.646 0.109
O1 0.420 0.867 -1.792
O2 -0.274 -0.287 -2.253
Br1 -1.021 -1.784 1.060
H1 -1.893 0.612 -0.766
H2 0.723 -0.156 0.848
H3 1.011 -1.271 -0.470

## Properties
**Kohn-Sham gap**: 0.418 Eh
**LUMO energy**: 0.629 eV

***

2) The following is a quantum chemistry calculation of a 2-piece molecular cluster, C2H3BrO2 overall, from the Open Molecules 2025 dataset.

Positions of all 8 atoms, in Å:
C1 -0.310 1.028 0.663
C2 0.382 0.826 -0.408
O1 1.265 1.200 -1.304
O2 0.753 -0.160 -1.320
H1 -0.503 1.970 1.243
H2 -0.987 0.168 0.887
Br1 -0.436 -3.172 -0.124
H3 -0.166 -1.860 0.363

## Properties
**SMILES**: C=C1OO1.Br
**Kohn-Sham gap**: 0.416 Eh
**LUMO energy**: 0.711 eV

***

Here is how they stack up, most stable first: 2), 1).

***

1) The following is a quantum chemistry calculation of the molecule C4H9FN2S, from the Open Molecules 2025 dataset.

Positions of all 17 atoms, in Å:
N1 2.829 0.762 0.447
N2 1.937 0.016 -0.292
C1 1.084 -0.655 0.360
C2 -0.161 -1.084 -0.603
C3 -1.462 -0.777 0.000
F1 -1.347 -1.022 1.422
C4 -2.086 0.548 -0.329
S1 -1.056 2.023 0.320
H1 2.495 1.258 1.319
H2 3.629 1.387 -0.146
H3 1.509 -0.705 1.514
H4 -0.282 -2.238 -0.694
H5 0.196 -0.848 -1.518
H6 -2.279 -1.416 -0.270
H7 -2.045 0.836 -1.429
H8 -3.151 0.701 -0.011
H9 0.188 1.214 -0.091

## Properties
**SMILES**: N/N=C/C[C@@H](F)CS
**Kohn-Sham gap**: 0.347 Eh
**LUMO energy**: 0.806 eV

***

2) The following is a quantum chemistry calculation of the molecule C4H9FN2S, from the Open Molecules 2025 dataset.

Positions of all 17 atoms, in Å:
C1 -0.418 0.627 1.396
C2 -0.023 0.408 -0.052
N1 0.288 1.691 -0.675
C3 -1.182 -0.084 -0.928
F1 -1.797 -1.210 -0.386
C4 1.120 -0.629 -0.085
N2 0.720 -1.866 0.109
S1 2.726 -0.274 -0.269
H1 -0.849 -0.339 1.789
H2 -1.173 1.354 1.403
H3 0.428 0.960 1.946
H4 0.777 1.489 -1.544
H5 0.959 2.170 -0.096
H6 -1.942 0.719 -1.052
H7 -0.794 -0.330 -1.888
H8 1.423 -2.576 0.148
H9 -0.262 -2.110 0.183

## Properties
**SMILES**: C[C@](N)(CF)C(N)=S
**Kohn-Sham gap**: 0.343 Eh
**LUMO energy**: 0.832 eV

***

3) The following is a quantum chemistry calculation of the molecule C4H9FN2S, from the Open Molecules 2025 dataset.

Positions of all 17 atoms, in Å:
C1 0.049 0.676 1.658
C2 0.178 0.671 0.144
C3 1.631 0.473 -0.277
F1 2.372 1.524 0.242
N1 -0.637 -0.358 -0.519
N2 -0.764 -0.148 -1.903
C4 -1.159 -1.444 0.065
S1 -2.037 -2.617 -0.702
H1 0.451 -0.202 2.113
H2 0.624 1.517 2.029
H3 -0.995 0.813 1.961
H4 -0.144 1.612 -0.254
H5 2.030 -0.470 0.135
H6 1.690 0.472 -1.384
H7 -1.760 0.007 -2.106
H8 -0.558 -1.055 -2.350
H9 -0.972 -1.471 1.147

## Properties
**SMILES**: C[C@@H](CF)N(N)C=S
**Kohn-Sham gap**: 0.347 Eh
**LUMO energy**: 0.867 eV

***

Here is how they stack up, most stable first: 2), 3), 1).

***

1) The following is a quantum chemistry calculation of a 2-piece molecular cluster, C10H17N overall, from the Open Molecules 2025 dataset.

Positions of all 28 atoms, in Å:
C1 -3.251 -0.349 -0.078
C2 -1.837 0.127 0.001
C3 -1.205 -0.397 1.237
C4 -1.818 1.695 0.024
C5 -1.204 -0.377 -1.310
H1 -3.398 -1.424 -0.067
H2 -3.714 -0.031 0.851
H3 -3.866 0.068 -0.919
H4 -0.154 0.030 1.442
H5 -1.825 0.008 2.133
H6 -1.136 -1.477 1.286
H7 -0.836 2.124 -0.157
H8 -2.180 2.067 1.046
H9 -2.563 1.954 -0.740
H10 -1.715 0.177 -2.131
H11 -0.137 -0.042 -1.387
H12 -1.240 -1.469 -1.358
C6 1.115 -1.113 0.644
C7 1.049 -0.910 -0.745
C8 1.748 0.100 -1.361
N1 2.590 0.867 -0.612
C9 2.819 0.599 0.742
C10 2.005 -0.364 1.377
H13 0.449 -1.721 1.238
H14 0.460 -1.533 -1.353
H15 1.569 0.335 -2.421
H16 3.676 1.230 1.159
H17 1.956 -0.432 2.477

## Properties
**SMILES**: CC(C)(C)C.c1ccncc1
**Kohn-Sham gap**: 0.347 Eh
**LUMO energy**: 0.738 eV

***

2) The following is a quantum chemistry calculation of a 2-piece molecular cluster, C10H17N overall, from the Open Molecules 2025 dataset.

Positions of all 28 atoms, in Å:
C1 -0.801 1.110 -0.227
C2 -0.046 0.072 -0.629
C3 0.332 -0.141 2.278
C4 0.464 0.893 0.481
C5 -2.075 1.862 -0.417
C6 1.569 -0.316 3.000
C7 1.729 1.770 0.382
C8 -0.361 -2.265 -0.965
C9 -0.671 -0.587 -2.959
C10 0.082 -0.973 -1.710
N1 -0.761 -0.682 2.371
H1 -2.363 1.967 -1.485
H2 -2.156 2.976 -0.140
H3 -2.868 1.366 0.085
H4 1.276 -0.702 4.006
H5 2.232 0.671 3.086
H6 2.103 -1.048 2.395
H7 1.802 2.521 -0.423
H8 2.456 1.010 0.246
H9 1.857 2.328 1.400
H10 0.012 -2.203 0.024
H11 0.017 -3.367 -1.430
H12 -1.422 -2.350 -0.950
H13 -1.726 -0.578 -2.719
H14 -0.299 -1.323 -3.764
H15 -0.513 0.429 -3.149
H16 1.164 -1.110 -1.935
H17 -1.034 -1.331 3.147

## Properties
**Kohn-Sham gap**: 0.300 Eh
**LUMO energy**: 0.943 eV

***

Here is how they stack up, most stable first: 1), 2).